Below is a 2-piece molecular cluster, C2H3O3S overall at a distorted geometry, with properties calculated with ωB97M-V with the def2-TZVPD basis set.

Values from the calculation:
Gap between HOMO and LUMO (spin up / spin down) ... 6.18 / 7.94 eV
Max |F| ... 0.054 hartree/bohr
E_tot ... -701.81257 Ha
HOMO level (spin up / spin down) ... -2.285 / -4.947 eV
Expectation value of S² ... 2.016
Lowest unoccupied orbital energy (spin up / spin down) ... 0.14314 / 0.11002 Eh

```
! RIJCOSX wB97M-V def2-TZVPD def2/J DEFGRID3
* xyz -1 3
S 1.960 0.162 0.083
O 2.379 1.522 -0.282
O 2.113 -0.840 -0.991
O 2.289 -0.239 1.424
C -2.033 0.009 -0.401
C -0.932 -0.257 0.235
H -2.036 0.658 -1.211
H -3.043 -0.348 -0.126
H -0.698 -0.666 1.269
*
```